Record 1
Here is a molecular structure, C25H21BrIrN4PS3 from the Open Molecules 2025 dataset. Energies are from ωB97M-V with the def2-TZVPD basis set.

Its gap between HOMO and LUMO is 6.427 eV. As for the charge: 0. The calculation puts the total energy at -5398.58832 a.u. The value obtained for the LUMO energy is -1.54 eV.

CARTESIAN COORDINATES (ANGSTROEM)
Ir  0.536  1.251  -1.449
S  2.601  1.911  -1.663
C  3.314  0.960  -0.360
N  4.594  0.999  -0.201
N  5.236  0.399  0.784
C  4.753  0.072  2.090
C  4.021  0.993  2.831
C  3.623  0.671  4.115
C  3.962  -0.559  4.670
C  4.705  -1.464  3.931
C  5.100  -1.151  2.636
N  2.502  0.163  0.428
N  1.292  0.126  0.108
C  0.579  -0.792  0.972
C  0.385  -0.429  2.294
C  -0.237  -1.323  3.152
C  -0.638  -2.568  2.686
C  -0.425  -2.916  1.360
C  0.182  -2.025  0.487
H  6.232  0.522  0.701
H  3.765  1.953  2.400
H  3.056  1.389  4.694
H  3.648  -0.805  5.676
H  4.972  -2.423  4.355
H  5.661  -1.861  2.042
H  0.721  0.540  2.639
H  -0.396  -1.049  4.187
H  -1.114  -3.269  3.359
H  -0.741  -3.882  0.986
H  0.345  -2.286  -0.549
S  -2.430  -2.813  -2.279
P  -1.941  -0.938  -2.433
S  0.089  -0.615  -2.742
C  -2.871  -0.045  -3.703
C  -4.249  0.077  -3.525
C  -5.014  0.730  -4.475
C  -4.406  1.257  -5.610
C  -3.038  1.134  -5.788
C  -2.265  0.485  -4.833
C  -2.236  0.055  -0.934
C  -2.687  -0.527  0.242
C  -2.822  0.251  1.382
C  -2.481  1.601  1.365
C  -2.062  2.192  0.186
C  -1.964  1.426  -0.977
H  -4.721  -0.347  -2.646
H  -6.082  0.827  -4.335
H  -5.005  1.768  -6.353
H  -2.564  1.552  -6.666
H  -1.192  0.412  -4.955
H  -2.922  -1.583  0.250
H  -3.178  -0.202  2.298
H  -2.567  2.192  2.268
H  -1.836  3.250  0.146
H  -1.824  1.920  -1.931
Br  0.039  2.791  -3.311

Atomic forces in eV per Å
0.0 -0.2 0.1
0.2 0.0 0.0
0.0 0.0 0.0
0.0 -0.1 0.0
0.0 0.1 -0.1
0.0 -0.1 0.0
0.0 0.0 0.0
0.0 0.0 0.0
0.0 0.0 0.0
0.0 0.0 0.0
0.0 0.0 0.0
0.1 0.0 -0.1
-0.1 0.0 0.0
-0.1 0.1 0.0
0.0 0.0 0.0
0.0 0.0 0.0
0.0 0.0 0.0
-0.1 0.0 0.0
0.0 0.0 0.0
0.0 0.0 0.0
0.0 0.0 0.0
0.0 0.0 0.0
0.0 0.0 0.0
0.0 0.0 0.0
0.0 0.0 0.0
0.0 0.0 0.0
0.0 0.0 0.0
0.0 0.0 0.0
0.0 0.0 0.0
0.0 0.0 0.0
0.0 0.1 0.0
0.0 -0.1 -0.1
0.1 0.0 0.0
0.0 0.0 0.0
0.0 0.0 0.0
0.0 0.0 0.0
0.0 0.0 0.0
0.0 0.0 0.0
0.0 0.0 0.0
0.0 0.0 0.1
0.1 0.0 0.0
0.0 0.0 0.0
0.0 0.0 0.0
0.0 0.0 0.0
0.0 0.0 0.1
0.0 0.0 0.0
0.0 0.0 0.0
0.0 0.0 0.0
0.0 0.0 0.0
0.0 0.0 0.0
0.0 0.0 0.0
0.0 0.0 0.0
0.0 0.0 0.0
0.0 0.0 0.0
-0.1 0.0 -0.1
-0.1 0.2 -0.1


Record 2
Here is C4H4N2S2 in the gas phase in a non-equilibrium geometry from the Open Molecules 2025 dataset. Energies are from ωB97M-V with the def2-TZVPD basis set.

Its gap between HOMO and LUMO is 7.017 eV. As for the charge: 0. The calculation puts the total energy at -1060.51027 a.u. The value obtained for the LUMO energy is -0.81 eV.

CARTESIAN COORDINATES (ANGSTROEM)
C  0.315  1.978  -0.831
C  1.525  -1.620  -1.124
C  1.344  1.441  -0.246
C  -0.917  -0.034  0.599
N  0.491  -1.369  -0.593
N  -0.694  -1.217  -0.166
S  -1.378  1.434  -0.476
S  2.332  0.784  0.789
H  0.340  2.752  -1.542
H  2.307  -1.979  -1.751
H  -1.779  -0.395  1.207
H  -0.018  0.370  1.068

Atomic forces in eV per Å
-0.8 -1.0 0.6
-3.4 0.2 1.7
0.2 0.2 0.9
-1.0 -0.1 -0.4
2.3 -0.8 -2.3
1.5 -0.7 -0.4
0.6 -0.3 0.3
0.3 0.6 -0.7
0.3 0.8 -0.8
0.1 0.2 0.1
0.7 1.4 0.1
-0.8 -0.6 0.9


Record 3
Here is a molecular structure, C20H31O3Tc in a non-equilibrium geometry from the Open Molecules 2025 dataset. Energies are from ωB97M-V with the def2-TZVPD basis set.

Its gap between HOMO and LUMO (alpha / beta) is 7.029 / 6.308 eV. The expectation value of S² is 3.778. As for the charge: +1. As for the spin multiplicity: 4. The calculation puts the total energy at -1086.74518 a.u. The value obtained for the LUMO energy (alpha / beta) is -3.82 / -5.20 eV.

CARTESIAN COORDINATES (ANGSTROEM)
O  0.166  0.950  -2.294
C  1.117  0.289  -3.231
C  0.603  0.924  -4.506
H  0.940  -0.794  -3.234
H  2.182  0.491  -2.976
C  -0.351  1.622  -3.510
H  0.150  0.180  -5.191
H  1.326  1.540  -5.045
C  -1.788  1.203  -3.773
H  -1.847  0.110  -3.689
H  -2.111  1.497  -4.781
H  -2.442  1.674  -3.034
C  -0.135  3.127  -3.371
H  0.902  3.367  -3.118
H  -0.761  3.506  -2.553
H  -0.410  3.683  -4.285
Tc  -0.446  0.278  2.122
C  -0.466  1.517  3.890
C  0.460  0.506  4.288
C  1.575  0.550  3.379
H  0.377  -0.110  5.174
C  1.371  1.635  2.470
C  0.080  2.214  2.738
H  -0.376  3.063  2.243
H  -1.358  1.786  4.453
H  2.457  -0.083  3.408
H  2.078  2.023  1.728
C  -2.513  -0.028  2.896
C  -2.351  1.165  2.102
C  -2.079  0.772  0.752
H  -2.566  2.184  2.422
C  -2.327  -0.673  0.682
C  -2.685  -1.126  1.967
H  -3.061  -2.099  2.253
H  -2.639  -0.058  3.987
H  -1.842  1.457  -0.061
H  -2.272  -1.259  -0.236
O  0.591  -2.400  -1.953
C  0.378  -1.616  -0.755
C  1.723  -1.110  -0.190
H  -0.091  -2.304  -0.013
H  -0.339  -0.818  -1.014
C  2.731  -2.112  -0.824
H  1.688  -1.133  0.908
H  1.882  -0.058  -0.473
C  2.000  -2.769  -1.996
H  2.885  -2.866  -0.042
H  3.704  -1.705  -1.085
H  2.039  -3.865  -1.967
H  2.389  -2.461  -2.975
C  -0.115  -2.405  3.721
O  0.038  -1.554  2.610
H  -0.425  -3.371  3.302
H  -0.882  -2.044  4.429
H  0.844  -2.491  4.254

Atomic forces in eV per Å
0.7 0.0 -2.2
1.1 -1.3 0.8
0.1 -0.1 0.6
0.2 0.4 0.3
-0.7 0.0 0.0
-0.7 0.9 -0.7
0.1 0.7 0.4
-0.3 0.1 0.2
0.1 0.2 0.3
-0.1 0.3 0.0
0.1 0.0 0.3
-0.2 -0.1 -0.1
-0.4 0.1 0.0
-0.1 -0.2 -0.1
0.1 0.0 -0.1
0.1 -0.3 0.3
0.5 -1.1 1.3
1.1 0.6 0.7
0.8 1.1 -0.6
-0.2 1.2 0.3
-0.1 -0.2 -0.4
0.1 0.1 0.2
0.7 0.5 0.7
0.3 0.0 0.2
0.3 -0.1 -0.4
-0.3 0.0 -0.1
-0.4 -0.5 0.2
-0.8 -0.2 -0.8
-1.3 0.4 -0.7
-0.8 -0.7 0.4
0.4 -0.3 0.0
-0.6 0.3 0.4
0.1 0.7 -0.6
0.6 -0.1 -0.1
-0.2 -0.1 -0.8
-0.2 -0.3 0.1
0.0 0.2 0.5
1.2 0.5 1.0
-0.7 -0.9 0.2
-0.4 0.3 -0.9
0.2 0.4 -0.3
0.6 -0.3 0.1
-0.5 -0.3 1.1
0.3 -0.3 -0.4
0.1 -0.3 -0.2
-0.7 -0.2 -0.6
0.3 0.0 -0.3
-0.1 0.2 -0.1
0.2 0.2 0.1
0.0 0.1 0.2
0.0 -0.1 -0.7
-0.1 -1.1 0.0
0.1 -0.1 0.6
0.2 -0.1 -0.3
-0.2 -0.2 0.0


Record 4
Here is 2 unconnected molecules or ions with the total composition C11H16IN in a non-equilibrium geometry from the Open Molecules 2025 dataset. Energies are from ωB97M-V with the def2-TZVPD basis set.

Its gap between HOMO and LUMO (alpha / beta) is 7.705 / 7.884 eV. The expectation value of S² is 2.010. As for the charge: 0. As for the spin multiplicity: 3. The calculation puts the total energy at -780.94621 a.u. The value obtained for the LUMO energy (alpha / beta) is 0.49 / -0.77 eV.

CARTESIAN COORDINATES (ANGSTROEM)
C  -2.424  1.342  -0.802
C  -0.508  0.672  0.518
C  -2.810  -0.038  -0.861
C  -0.878  -0.800  0.092
C  -1.471  1.659  0.108
C  0.137  -0.069  -0.618
C  -1.507  3.048  0.750
C  0.007  0.175  -2.056
C  2.697  -2.206  -0.596
C  2.175  -1.556  1.741
C  2.667  -1.121  0.431
N  -2.229  -1.057  -0.321
I  3.347  0.708  -0.025
H  -3.195  2.096  -1.142
H  0.157  0.676  1.380
H  -3.822  -0.322  -1.163
H  -0.621  -1.596  0.768
H  -1.423  3.721  -0.159
H  -0.487  3.155  1.131
H  -2.462  3.160  1.377
H  -0.709  0.976  -2.308
H  -0.283  -0.720  -2.597
H  0.960  0.389  -2.387
H  1.693  -2.595  -0.879
H  3.252  -3.151  -0.524
H  3.302  -1.877  -1.518
H  1.909  -0.771  2.433
H  1.290  -2.151  1.699
H  2.796  -2.207  2.281

Atomic forces in eV per Å
-1.2 0.5 0.3
1.0 -0.4 -0.5
-1.1 -1.4 0.0
-1.2 -1.5 1.0
-0.8 1.1 0.7
-1.9 -0.4 -0.4
0.5 -0.5 -1.9
-1.0 -0.2 0.0
1.1 0.2 -2.8
-0.9 1.4 0.6
0.2 -2.4 -0.2
1.4 1.1 -0.8
0.2 0.6 0.1
1.1 -0.8 0.5
-0.5 0.8 0.2
0.0 0.6 -0.3
0.6 0.1 0.5
-0.9 -0.2 1.2
-0.6 0.4 1.3
1.9 0.3 -0.7
0.5 -0.2 0.1
-0.3 -0.2 0.1
2.1 1.0 -1.2
0.3 0.7 0.0
0.2 0.1 1.6
-1.5 0.1 0.8
0.1 0.6 0.1
-1.0 -0.5 -0.7
1.7 -0.9 0.6


Record 5
Here is 2 unconnected molecules or ions with the total composition C5H12NO in a non-equilibrium geometry from the Open Molecules 2025 dataset. Energies are from ωB97M-V with the def2-TZVPD basis set.

Its gap between HOMO and LUMO is 8.968 eV. As for the charge: +1. The calculation puts the total energy at -327.37979 a.u. The value obtained for the LUMO energy is -5.01 eV.

CARTESIAN COORDINATES (ANGSTROEM)
C  2.000  -0.771  -0.627
C  -1.229  -1.929  0.522
C  1.930  1.147  0.707
C  -1.777  1.578  -0.462
C  -1.282  -0.708  -0.276
N  1.313  0.046  0.034
O  -1.730  0.349  0.249
H  1.511  -1.584  -1.145
H  3.084  -0.718  -0.721
H  -0.605  -1.773  1.406
H  -0.861  -2.778  -0.043
H  -2.219  -2.156  0.927
H  1.635  2.073  0.209
H  3.022  1.079  0.702
H  1.566  1.183  1.732
H  -0.763  1.884  -0.725
H  -2.226  2.311  0.207
H  -2.375  1.486  -1.369
H  -0.994  -0.718  -1.327

Atomic forces in eV per Å
0.4 0.0 0.0
-0.1 -0.2 0.4
0.4 0.4 0.2
0.1 1.3 -0.8
0.5 0.5 0.4
-1.1 -0.5 -0.5
-0.1 -1.3 0.3
-0.1 -0.2 -0.1
0.1 0.1 0.1
0.1 0.1 -0.1
0.0 0.0 -0.1
-0.1 0.0 -0.1
0.0 0.0 0.1
0.0 0.0 0.1
0.1 0.1 0.0
0.0 -0.1 0.1
0.1 -0.2 -0.1
0.0 -0.2 0.1
-0.1 0.3 0.0


Record 6
Here is a molecular structure, C3H7FInNO in a non-equilibrium geometry from the Open Molecules 2025 dataset. Energies are from ωB97M-V with the def2-TZVPD basis set.

Its gap between HOMO and LUMO is 3.732 eV. As for the charge: +2. The calculation puts the total energy at -537.57762 a.u. The value obtained for the LUMO energy is -15.18 eV.

CARTESIAN COORDINATES (ANGSTROEM)
In  -1.271  0.236  -3.800
F  -1.951  2.464  -2.416
C  -1.041  1.040  1.017
C  -0.066  0.301  0.105
O  -0.276  0.296  -1.099
N  0.963  -0.342  0.700
C  1.490  -1.560  0.160
H  -1.540  1.816  0.442
H  -0.517  1.540  1.838
H  -1.769  0.362  1.466
H  1.027  -0.307  1.717
H  1.533  -2.399  0.857
H  2.481  -1.442  -0.318
H  0.936  -2.006  -0.670

Atomic forces in eV per Å
-0.4 1.5 1.1
0.7 -1.9 -0.7
-0.4 0.9 0.3
0.1 0.2 0.7
-0.5 0.4 -0.8
-0.3 -1.1 0.0
0.4 -1.4 -1.3
-0.1 -0.2 -0.1
0.4 -0.2 -0.1
0.1 -0.2 -0.3
-0.1 0.5 0.0
0.3 0.5 0.6
0.2 0.4 0.5
-0.5 0.7 0.0